No. 1
Formula: C27H33N4OPdS3
Source: the Open Molecules 2025 dataset
Level of theory: ωB97M-V/def2-TZVPD

The LUMO energy (spin up / spin down) is -4.9 / -4.9 eV. Its total charge is +1. As for the frontier orbital gap (spin up / spin down): 0.174 / 0.171 Ha. For the max |F|, the calculation gives 4.26 eV/A. Its electronic energy is -2664.98547 hartree. For the HOMO energy (spin up / spin down), the calculation gives -9.7 / -9.6 eV.

Geometry (Å):
Pd: -0.2770 1.0097 0.5399
C: 1.2974 -4.4147 -1.7958
C: 1.5809 -3.4179 -2.6675
C: 1.8612 -2.0065 -2.3540
C: 0.8308 -1.9709 0.2870
C: 1.0084 -3.3431 0.5001
C: 1.1362 -4.3877 -0.3832
N: 0.7600 -0.9928 1.1807
C: 1.2218 -1.0063 2.4533
C: 2.2147 -1.8629 2.9576
C: 2.5536 -1.8244 4.2892
C: 1.8920 -0.9606 5.1711
C: 0.9898 -0.0408 4.6995
C: 0.6956 0.0073 3.3204
N: -0.0066 1.0043 2.7541
N: -0.5896 1.9192 3.4204
C: -1.0327 3.0329 2.8039
C: -1.8721 3.9280 3.4907
C: -2.3303 5.0503 2.8375
C: -1.9350 5.2826 1.5216
C: -1.0969 4.3610 0.9155
N: -0.6619 3.2703 1.5211
H: 1.1899 -5.4008 -2.2311
H: 1.6068 -3.6642 -3.7192
H: 1.8183 -1.3887 -3.2532
H: 0.9746 -3.6225 1.5488
H: 1.1012 -5.3663 0.0792
H: 2.7453 -2.5172 2.2850
H: 3.3316 -2.4725 4.6615
H: 2.1257 -0.9982 6.2235
H: 0.5117 0.6788 5.3486
H: -2.1508 3.7040 4.5061
H: -2.9957 5.7420 3.3326
H: -2.2676 6.1508 0.9761
H: -0.7542 4.5007 -0.1041
C: -4.1227 2.3688 -1.8060
C: -2.7508 2.0227 -1.3200
S: -2.6695 1.4675 0.3052
C: -1.6644 2.0579 -2.1490
C: -1.7833 2.2129 -3.6317
S: -0.0289 2.1819 -1.5061
H: -4.8441 2.3260 -0.9949
H: -4.4346 1.6893 -2.5953
H: -4.1205 3.3767 -2.2205
H: -2.2926 3.1384 -3.9041
H: -2.3533 1.3916 -4.0689
H: -0.7894 2.2218 -4.0744
C: 4.6879 0.0893 -0.6840
C: 3.3424 -0.2452 -1.3115
C: 3.1780 -1.7331 -1.6228
S: 0.4867 -1.2488 -1.3213
O: 0.8709 1.4458 -2.4211
C: -1.0193 -2.1393 -1.8380
C: -2.1240 -1.8215 -0.8361
C: -3.4881 -1.7548 -1.5137
H: 4.7455 1.1576 -0.4920
H: 5.5031 -0.1881 -1.3486
H: 4.8172 -0.4302 0.2623
H: 3.2198 0.3191 -2.2369
H: 2.5445 0.0824 -0.6303
H: 3.2285 -2.3299 -0.7130
H: 3.9943 -2.0734 -2.2667
H: -0.8055 -3.2022 -1.9080
H: -1.2527 -1.7382 -2.8230
H: -1.9156 -0.8498 -0.3493
H: -2.1351 -2.5763 -0.0475
H: -3.4755 -1.0733 -2.3597
H: -4.2374 -1.3972 -0.8140
H: -3.7871 -2.7340 -1.8781

***

No. 2
Formula: C4H6N2O
Source: the Open Molecules 2025 dataset
Level of theory: ωB97M-V/def2-TZVPD

Its structure (SMILES) is [H]/N=C/OCCC#N. The LUMO energy is 0.7 eV. As for the frontier orbital gap: 0.420 Ha. For the max |F|, the calculation gives 1.08 eV/A. Its electronic energy is -340.72540 hartree. For the energy relative to the best compared isomer or geometry (same formula, charge and spin), the calculation gives 182.5 kJ/mol. For the HOMO energy, the calculation gives -10.8 eV.

Geometry (Å):
H: 1.9679 -1.0895 -2.1529
N: 1.1490 -0.4836 -2.0985
C: 1.2483 0.2531 -1.0841
O: 0.3154 1.2027 -0.7839
C: -0.8700 0.7506 -0.1544
C: -0.5855 0.1600 1.2500
C: -0.7301 -1.2971 1.3173
N: -0.8694 -2.4437 1.3697
H: 2.0804 0.2499 -0.3697
H: -1.3958 0.0261 -0.7862
H: -1.4901 1.6433 -0.0546
H: 0.4328 0.4298 1.5494
H: -1.2530 0.5984 1.9980

***

No. 3
Formula: C16H21KN
Source: the Open Molecules 2025 dataset
Level of theory: ωB97M-V/def2-TZVPD

The LUMO energy is -3.0 eV. Its total charge is +1. As for the frontier orbital gap: 0.335 Ha. For the max |F|, the calculation gives 4.86 eV/A. Its electronic energy is -1276.77971 hartree. For the HOMO energy, the calculation gives -12.1 eV.

Geometry (Å):
K: -1.4690 0.6839 1.3855
C: -0.2602 3.7790 1.3161
C: -0.9625 3.7688 0.0023
C: -0.3885 4.8065 -0.9411
C: -0.8908 2.4069 -0.7595
C: 0.2551 1.6552 -0.8054
C: 0.2760 0.3746 -1.3775
C: -0.9335 -0.2021 -1.8364
C: -1.1862 -1.5848 -2.3234
C: -2.0212 0.7113 -1.9627
C: -2.0474 1.9164 -1.3564
H: -0.6200 4.6853 1.7910
H: 0.8063 3.7919 1.2462
H: -0.5371 3.0215 2.0738
H: -2.0241 3.9509 0.2051
H: 0.5830 4.5511 -1.3707
H: -0.3253 5.8056 -0.5574
H: -1.0262 4.8398 -1.8152
H: 1.1636 2.0205 -0.3634
H: 1.1325 -0.3188 -1.2835
H: -0.5315 -2.3372 -1.9092
H: -1.0204 -1.5264 -3.4023
H: -2.1891 -1.9348 -2.1497
H: -2.7967 0.2689 -2.4841
H: -2.9392 2.5577 -1.4696
C: 2.3208 -5.2000 1.5724
C: 1.6210 -3.8618 1.5035
C: 0.3056 -3.7194 1.0731
C: -0.2013 -2.4720 0.9491
N: 0.4375 -1.3325 1.2906
C: 1.6389 -1.5442 1.7109
C: 2.3031 -2.7487 1.8321
H: 2.2589 -5.7215 2.5422
H: 3.3783 -4.9947 1.4122
H: 1.9661 -5.9308 0.8157
H: -0.3571 -4.4977 0.8029
H: -1.1730 -2.3472 0.5695
H: 2.0943 -0.5435 2.0801
H: 3.3593 -2.7777 1.9933

***

No. 4
Formula: C5H10N2S
Source: the Open Molecules 2025 dataset
Level of theory: ωB97M-V/def2-TZVPD

Its structure (SMILES) is C[C@@H]1CN[C@H]1/C=N/S. The LUMO energy is 1.0 eV. As for the frontier orbital gap: 0.359 Ha. For the max |F|, the calculation gives 1.33 eV/A. Its electronic energy is -704.13960 hartree. For the energy relative to the best compared isomer or geometry (same formula, charge and spin), the calculation gives 221.1 kJ/mol. For the HOMO energy, the calculation gives -8.8 eV.

Geometry (Å):
C: -0.2836 -1.5384 1.3910
C: -0.2942 -0.7892 0.0809
C: 0.1437 -1.4715 -1.2457
N: 0.6967 -0.1939 -1.6640
C: 0.7221 0.3052 -0.2360
C: 0.3479 1.7395 -0.1695
N: -0.5792 2.1420 0.6062
S: -1.0919 3.7546 0.4861
H: -0.6855 -0.9176 2.2051
H: -0.9180 -2.4358 1.3034
H: 0.6815 -1.9891 1.6328
H: -1.3185 -0.4261 -0.0902
H: 0.8608 -2.2964 -1.2645
H: -0.6454 -1.8730 -1.9251
H: 1.5674 -0.2483 -2.1424
H: 1.7128 0.2056 0.2835
H: 0.9921 2.3663 -0.7617
H: -1.9089 3.6662 1.5100

***

No. 5
Formula: C4H4N2O
Source: the Open Molecules 2025 dataset
Level of theory: ωB97M-V/def2-TZVPD

Its structure (SMILES) is O=c1cc[nH]cn1. The LUMO energy is 0.4 eV. As for the frontier orbital gap: 0.355 Ha. For the max |F|, the calculation gives 0.41 eV/A. Its electronic energy is -339.57559 hartree. For the energy relative to the best compared isomer or geometry (same formula, charge and spin), the calculation gives 16.0 kJ/mol. For the HOMO energy, the calculation gives -9.3 eV.

Geometry (Å):
O: -2.5977 -0.5842 -0.4276
C: -1.4488 -0.2624 -0.2004
C: -0.2950 -0.9039 -0.8554
C: 0.9580 -0.5507 -0.5238
N: 1.1583 0.4340 0.4202
C: 0.0711 1.0421 0.9852
N: -1.1536 0.7642 0.7301
H: -0.4955 -1.6659 -1.5995
H: 1.8528 -0.9940 -0.9495
H: 2.0869 0.7638 0.6314
H: 0.2958 1.8161 1.7190

***

No. 6
Formula: C36H30N2O3P2RuS4Te
Source: the Open Molecules 2025 dataset
Level of theory: ωB97M-V/def2-TZVPD

The LUMO energy (spin up / spin down) is -0.3 / -1.9 eV. As for the frontier orbital gap (spin up / spin down): 0.248 / 0.206 Ha. For the max |F|, the calculation gives 0.38 eV/A. Its electronic energy is -4363.43752 hartree. For the energy relative to the best compared isomer or geometry (same formula, charge and spin), the calculation gives 0.0 kJ/mol. The multiplicity is 5. For the HOMO energy (spin up / spin down), the calculation gives -7.1 / -7.5 eV.

Geometry (Å):
Ru: -0.4268 0.9426 -2.3169
N: -2.0664 2.1457 -1.4806
C: -2.8110 2.9637 -2.4749
C: -1.8929 3.9788 -3.1426
C: -0.9171 3.3421 -4.1451
O: -1.0108 3.6288 -5.3193
O: -0.0160 2.5342 -3.6501
H: -2.7079 1.4945 -1.0359
H: -1.7296 2.7611 -0.7417
H: -3.6397 3.4750 -1.9792
H: -3.2246 2.2800 -3.2169
H: -1.3330 4.5185 -2.3712
H: -2.4952 4.7057 -3.6831
Te: -1.6853 1.0880 2.3417
C: -0.4132 0.4143 3.9029
C: 0.1850 1.3069 4.7792
C: 1.0238 0.8088 5.7697
N: 1.2986 -0.4823 5.9218
C: 0.7130 -1.3319 5.0798
C: -0.1506 -0.9394 4.0683
C: -0.6098 0.1454 0.7940
P: 0.6546 0.9842 -0.1813
C: 2.2609 0.2431 0.2475
C: 2.4968 -0.2662 1.5228
C: 3.7482 -0.7504 1.8643
C: 4.7762 -0.7300 0.9294
C: 4.5510 -0.2112 -0.3365
C: 3.2984 0.2812 -0.6773
C: 0.8955 2.6765 0.4415
C: 0.7317 3.7312 -0.4536
C: 0.9447 5.0412 -0.0389
C: 1.3322 5.2964 1.2655
C: 1.5284 4.2441 2.1541
C: 1.3176 2.9400 1.7452
P: -1.3974 -1.1524 -0.1061
C: -2.5409 -2.0427 0.9963
C: -2.1449 -3.1230 1.7811
C: -3.0666 -3.7761 2.5857
C: -4.3933 -3.3702 2.5963
C: -4.8025 -2.3155 1.7931
C: -3.8807 -1.6611 0.9925
C: -0.1769 -2.3929 -0.6288
C: -0.3289 -2.9680 -1.8892
C: 0.5822 -3.9111 -2.3368
C: 1.6539 -4.2770 -1.5346
C: 1.8049 -3.7153 -0.2737
C: 0.8873 -2.7828 0.1823
H: 0.0252 2.3746 4.6926
H: 1.5024 1.4884 6.4662
H: 0.9426 -2.3826 5.2216
H: -0.6093 -1.6807 3.4265
H: 1.6947 -0.2903 2.2501
H: 3.9207 -1.1409 2.8596
H: 5.7532 -1.1157 1.1907
H: 5.3495 -0.1885 -1.0664
H: 3.1372 0.6941 -1.6655
H: 0.4731 3.5174 -1.4868
H: 0.8232 5.8546 -0.7426
H: 1.4992 6.3151 1.5908
H: 1.8586 4.4451 3.1653
H: 1.4985 2.1249 2.4347
H: -1.1157 -3.4647 1.7557
H: -2.7488 -4.6098 3.1985
H: -5.1120 -3.8883 3.2176
H: -5.8397 -2.0079 1.7847
H: -4.2039 -0.8423 0.3561
H: -1.1435 -2.6494 -2.5288
H: 0.4670 -4.3431 -3.3227
H: 2.3761 -4.9980 -1.8951
H: 2.6407 -3.9970 0.3542
H: 1.0090 -2.3389 1.1610
O: 0.1808 -3.3455 -7.5832
C: 0.0616 -2.6171 -6.6412
S: -1.5042 -1.9730 -6.0862
C: -0.8782 -1.0578 -4.7422
C: 0.4647 -1.0758 -4.5520
S: 1.2161 -0.2811 -3.2223
S: 1.4206 -2.0354 -5.6584
S: -1.9823 -0.2632 -3.6735

***

No. 7
Formula: C2H2OS2
Source: the Open Molecules 2025 dataset
Level of theory: ωB97M-V/def2-TZVPD

Its structure (SMILES) is O=CC(=S)S. The LUMO energy is -1.5 eV. As for the frontier orbital gap: 0.293 Ha. For the max |F|, the calculation gives 3.16 eV/A. Its electronic energy is -948.96583 hartree. For the energy relative to the best compared isomer or geometry (same formula, charge and spin), the calculation gives 102.9 kJ/mol. For the HOMO energy, the calculation gives -9.4 eV.

Geometry (Å):
O: -1.6530 1.3134 -0.1888
C: -0.4636 1.3731 0.1676
C: 0.3075 0.0547 0.1848
S: 1.8615 0.0494 -0.0733
S: -0.9752 -1.2489 0.0125
H: 0.0167 2.4540 0.3574
H: -0.0376 -2.3352 0.0119

***

No. 8
Formula: C4H8N2
Source: the Open Molecules 2025 dataset
Level of theory: ωB97M-V/def2-TZVPD

Its structure (SMILES) is CN[C@@H](C)C#N. The LUMO energy is 0.8 eV. As for the frontier orbital gap: 0.379 Ha. For the max |F|, the calculation gives 2.79 eV/A. Its electronic energy is -266.66943 hartree. For the energy relative to the best compared isomer or geometry (same formula, charge and spin), the calculation gives 138.0 kJ/mol. For the HOMO energy, the calculation gives -9.5 eV.

Geometry (Å):
C: -0.7155 -0.1375 -1.7713
N: 0.2780 0.4585 -0.8355
C: 0.0746 0.4459 0.6306
C: 0.1895 -1.0708 1.0817
C: 1.1328 1.1584 1.4459
N: 2.0058 1.5880 2.0970
H: -0.5098 -1.1887 -1.9596
H: -0.6327 0.4512 -2.7521
H: -1.7419 0.0696 -1.4144
H: 0.3207 1.4325 -1.1366
H: -0.9629 0.9632 0.8411
H: 1.2647 -1.3187 0.9369
H: -0.5173 -1.7994 0.6554
H: -0.1860 -1.0523 2.1810

***

Q: Look up the max |F| of the seventh one.
A: 3.16 eV/A